C49H126O14 | ωB97M-V with the def2-TZVPD basis set

The calculation puts the energy at -2995.64695 Ha.

Cartesian coordinates (Å):
1 C 2.71 -7.41 -2.66
2 C 2.34 -5.97 -2.83
3 C 1.90 -5.26 -1.60
4 O 3.51 -5.20 -3.45
5 H 3.28 -7.63 -1.79
6 H 3.17 -7.79 -3.59
7 H 1.74 -7.92 -2.53
8 H 1.61 -5.98 -3.67
9 H 1.11 -5.90 -1.15
10 H 1.40 -4.28 -1.82
11 H 2.76 -5.06 -0.94
12 H 3.18 -4.44 -3.92
13 C -0.73 4.82 -4.11
14 C -0.30 3.45 -3.47
15 C -0.94 2.29 -4.27
16 O 1.09 3.36 -3.40
17 H -1.79 5.06 -3.88
18 H -0.58 4.75 -5.20
19 H -0.02 5.61 -3.67
20 H -0.69 3.42 -2.47
21 H -1.97 2.58 -4.47
22 H -0.97 1.31 -3.82
23 H -0.44 2.39 -5.23
24 H 1.33 2.44 -3.50
25 C -0.70 -9.65 1.14
26 C -1.26 -8.46 1.88
27 C -0.82 -8.48 3.31
28 O -0.87 -7.23 1.27
29 H -1.05 -9.60 0.08
30 H -1.15 -10.60 1.57
31 H 0.38 -9.64 1.15
32 H -2.37 -8.51 1.73
33 H -1.25 -9.32 3.87
34 H -1.12 -7.64 3.90
35 H 0.28 -8.50 3.29
36 H -1.17 -6.56 1.87
37 C -3.37 -4.45 2.84
38 C -2.22 -4.29 3.78
39 C -2.46 -4.73 5.21
40 O -1.05 -5.01 3.33
41 H -3.59 -5.50 2.68
42 H -2.97 -4.09 1.81
43 H -4.25 -3.91 3.17
44 H -1.98 -3.25 3.69
45 H -1.54 -4.67 5.80
46 H -2.73 -5.80 5.32
47 H -3.24 -4.16 5.72
48 H -0.59 -4.31 2.81
49 C 2.60 0.73 -6.16
50 C 2.19 -0.16 -5.00
51 C 3.14 -1.37 -4.83
52 O 2.18 0.69 -3.84
53 H 2.20 0.37 -7.07
54 H 3.68 0.88 -6.24
55 H 2.02 1.68 -6.00
56 H 1.15 -0.39 -5.13
57 H 2.84 -1.85 -3.94
58 H 4.16 -1.02 -4.82
59 H 3.06 -2.11 -5.71
60 H 3.10 0.76 -3.54
61 C 4.16 2.00 -0.73
62 C 5.07 0.95 -1.50
63 C 4.50 -0.48 -1.40
64 O 5.06 1.21 -2.87
65 H 4.50 2.98 -1.04
66 H 4.26 1.85 0.29
67 H 3.12 1.82 -0.97
68 H 6.16 1.04 -1.18
69 H 4.93 -1.15 -2.20
70 H 3.38 -0.57 -1.53
71 H 4.69 -0.95 -0.46
72 H 5.24 2.14 -3.06
73 C 0.92 7.42 4.86
74 C 1.33 6.48 3.78
75 C 0.26 5.47 3.56
76 O 1.41 7.20 2.55
77 H 0.74 6.76 5.77
78 H -0.03 7.86 4.71
79 H 1.74 8.06 5.16
80 H 2.28 6.04 4.04
81 H -0.69 6.01 3.42
82 H 0.06 4.86 4.47
83 H 0.43 4.71 2.79
84 H 1.89 6.64 1.92
85 C 2.21 1.46 3.36
86 C 3.22 0.48 2.79
87 O 4.47 1.07 3.05
88 C 5.54 0.23 2.78
89 C 6.81 0.99 2.84
90 H 1.26 0.99 3.50
91 H 2.68 1.73 4.38
92 H 2.13 2.38 2.84
93 H 3.07 -0.49 3.36
94 H 3.00 0.26 1.72
95 H 5.58 -0.66 3.46
96 H 5.42 -0.19 1.77
97 H 7.61 0.26 2.68
98 H 7.00 1.53 3.79
99 H 6.86 1.70 1.99
100 C -5.64 -1.27 1.89
101 C -4.43 -0.89 1.05
102 O -4.75 -1.16 -0.29
103 C -3.72 -0.76 -1.18
104 C -4.12 -0.80 -2.60
105 H -6.02 -2.13 1.38
106 H -5.50 -1.52 2.94
107 H -6.47 -0.51 1.79
108 H -4.04 0.13 1.18
109 H -3.60 -1.59 1.48
110 H -3.40 0.29 -1.00
111 H -2.83 -1.33 -0.95
112 H -3.33 -0.29 -3.16
113 H -5.10 -0.41 -2.76
114 H -4.00 -1.79 -3.01
115 C -2.34 2.33 2.42
116 C -1.70 1.53 3.58
117 O -2.64 0.57 4.07
118 C -2.24 0.11 5.38
119 C -3.41 -0.39 6.14
120 H -2.67 1.56 1.71
121 H -3.29 2.82 2.70
122 H -1.68 3.07 1.99
123 H -0.93 0.88 3.18
124 H -1.39 2.13 4.44
125 H -1.51 -0.66 5.14
126 H -1.71 0.89 5.87
127 H -3.04 -0.60 7.13
128 H -3.78 -1.31 5.69
129 H -4.15 0.45 6.31
130 C -1.98 -5.59 -0.90
131 C -2.30 -4.60 -2.02
132 O -1.13 -4.32 -2.79
133 C -1.40 -3.37 -3.79
134 C -0.21 -3.04 -4.60
135 H -2.79 -5.72 -0.20
136 H -1.66 -6.52 -1.31
137 H -1.06 -5.33 -0.23
138 H -3.10 -5.07 -2.65
139 H -2.63 -3.64 -1.67
140 H -2.24 -3.70 -4.48
141 H -1.75 -2.50 -3.21
142 H -0.51 -2.41 -5.48
143 H 0.16 -3.94 -5.09
144 H 0.53 -2.57 -4.00
145 C 4.40 5.49 0.94
146 C 3.48 5.70 -0.24
147 O 2.13 5.61 0.16
148 C 1.23 5.59 -0.94
149 C -0.21 5.51 -0.53
150 H 4.15 4.51 1.39
151 H 5.40 5.62 0.59
152 H 4.29 6.24 1.82
153 H 3.62 6.73 -0.68
154 H 3.68 4.87 -0.90
155 H 1.48 6.48 -1.56
156 H 1.50 4.73 -1.50
157 H -0.90 5.49 -1.36
158 H -0.44 6.40 0.03
159 H -0.44 4.67 0.15
160 C -3.48 3.17 -1.28
161 C -4.10 4.53 -1.05
162 O -3.73 5.54 -1.95
163 C -4.59 6.65 -1.81
164 C -4.18 7.75 -2.74
165 H -2.39 3.11 -1.10
166 H -3.80 2.37 -0.59
167 H -3.69 2.77 -2.34
168 H -5.24 4.44 -1.12
169 H -3.89 4.80 -0.06
170 H -5.65 6.31 -2.02
171 H -4.53 7.02 -0.79
172 H -3.12 8.06 -2.56
173 H -4.77 8.65 -2.65
174 H -4.21 7.45 -3.81
175 C 0.36 1.64 -0.26
176 C 0.53 0.10 -0.43
177 O -0.30 -0.70 0.43
178 C -0.12 -2.09 0.22
179 C 1.04 -2.66 1.04
180 H -0.75 1.76 -0.13
181 H 0.95 1.92 0.58
182 H 0.80 2.13 -1.15
183 H 0.25 -0.21 -1.47
184 H 1.61 -0.17 -0.22
185 H -1.00 -2.66 0.60
186 H -0.09 -2.25 -0.83
187 H 2.02 -2.31 0.80
188 H 1.12 -3.74 0.92
189 H 0.88 -2.56 2.11